13
Properties=species:S:1:pos:R:3 method="wB97M-V/def2-TZVPD" e_tot_ha=-635.2232 e_above_lowest_kj_mol=114.06 fmax_ev_per_a=3.57 charge=0 e_homo_ev=-8.41 spin_multiplicity=1 smiles="CC1=[PH]=C(F)C=C1"
C -1.367 1.503 -0.055
C -0.411 0.335 -0.062
P -1.124 -1.343 -0.255
C 1.024 -1.820 -0.302
F 1.465 -3.108 -0.278
C 1.730 -0.680 -0.157
C 0.933 0.489 -0.189
H -0.940 2.145 0.673
H -2.361 1.384 0.553
H -1.548 1.813 -1.041
H -1.548 -1.571 1.166
H 2.874 -0.669 -0.011
H 1.272 1.524 -0.040

=====

17
Properties=species:S:1:pos:R:3 method="wB97M-V/def2-TZVPD" e_tot_ha=-655.7105 e_above_lowest_kj_mol=63.24 s_squared=2.052 fmax_ev_per_a=2.45 charge=+1 e_homo_ev="-10.21 / -12.50" spin_multiplicity=3
O 3.662 0.499 -0.423
C 2.580 0.715 0.211
O 2.495 1.365 1.255
O 1.520 0.147 -0.395
C 0.207 0.312 0.169
C -0.762 -0.472 -0.649
Hg 5.118 1.787 1.243
H -0.043 1.381 0.183
H 0.239 -0.040 1.213
H -0.487 -1.515 -0.827
H -1.164 0.037 -1.528
Li 2.870 -0.630 -1.774
C -2.782 -0.558 0.560
C -3.849 -0.945 -0.231
O -4.197 -1.261 -1.304
H -2.882 0.458 0.956
H -2.525 -1.281 1.340

=====

13
Properties=species:S:1:pos:R:3 method="wB97M-V/def2-TZVPD" e_tot_ha=-789.3097 e_above_lowest_kj_mol=370.14 fmax_ev_per_a=6.36 charge=0 e_homo_ev="-7.94 / -8.70" spin_multiplicity=1 smiles="C[C@@]1(I)CC=C1I"
C 0.449 0.533 1.493
C -0.250 0.320 0.125
I -1.266 2.175 -0.481
C 0.747 -0.057 -1.052
C -0.030 -1.243 -1.492
C -1.182 -0.792 -0.103
I -2.544 -1.846 0.957
H 1.202 -0.272 1.664
H -0.244 0.617 2.422
H 1.073 1.488 1.440
H 1.722 -0.040 -0.695
H 0.829 0.626 -1.856
H -0.505 -1.512 -2.423

=====

14
Properties=species:S:1:pos:R:3 method="wB97M-V/def2-TZVPD" e_tot_ha=-600.8385 e_above_lowest_kj_mol=284.01 fmax_ev_per_a=5.22 charge=+1 e_homo_ev="-14.06 / -14.16" spin_multiplicity=1 smiles=Cc1c(I)c#[n+]n1C
C -0.633 1.185 0.743
C 0.022 0.519 -0.401
C 0.626 1.121 -1.443
I 1.126 3.082 -1.555
C 1.370 -0.419 -2.162
N 0.916 -1.273 -1.429
N 0.110 -0.815 -0.406
C -0.221 -1.658 0.707
H 0.008 1.482 1.446
H -1.298 0.500 1.330
H -1.185 2.073 0.258
H -0.313 -2.670 0.300
H 0.624 -1.853 1.435
H -1.152 -1.274 1.174

=====

15
Properties=species:S:1:pos:R:3 method="wB97M-V/def2-TZVPD" e_tot_ha=-696.8770 e_above_lowest_kj_mol=0.00 s_squared=2.006 fmax_ev_per_a=6.18 charge=0 e_homo_ev="-6.65 / -9.40" spin_multiplicity=3
C 0.217 -1.244 1.126
C -0.244 0.892 -0.086
C -0.713 0.931 1.402
C -0.101 -0.224 2.118
C 1.034 -0.517 -1.533
N 0.174 -0.342 -0.407
O 0.528 -2.348 1.162
O -0.317 1.920 -0.748
I 1.873 0.266 2.879
H -0.694 1.817 2.140
H -1.842 0.851 1.262
H -0.852 -0.475 2.985
H 0.700 -1.337 -2.128
H 2.133 -0.683 -1.290
H 1.042 0.327 -2.178

=====

17
Properties=species:S:1:pos:R:3 method="wB97M-V/def2-TZVPD" e_tot_ha=-695.2375 fmax_ev_per_a=5.38 charge=+1 e_homo_ev=-12.55 spin_multiplicity=1
O -2.776 2.686 1.408
C -2.434 1.534 1.040
O -2.843 0.485 1.595
O -1.596 1.475 -0.011
C -1.117 0.202 -0.445
Li -3.868 1.731 2.724
H -0.908 0.310 -1.517
H -1.927 -0.532 -0.366
C 0.110 -0.321 0.357
C 1.210 0.646 0.115
H 0.337 -1.331 -0.013
H -0.128 -0.398 1.429
Pb 2.527 1.649 -1.836
O 3.514 1.092 -0.278
C 2.544 0.331 0.204
H 2.834 -0.689 0.503
H 1.163 1.765 0.307

=====

17
Properties=species:S:1:pos:R:3 method="wB97M-V/def2-TZVPD" e_tot_ha=-1262.1321 s_squared=0.751 fmax_ev_per_a=3.96 charge=+3 e_homo_ev="-17.36 / -17.36" spin_multiplicity=2
O -3.170 0.538 -1.042
C -2.576 0.083 -0.042
O -3.017 -0.672 0.803
O -1.182 0.418 -0.029
C -0.438 -0.016 0.938
C 0.931 0.476 1.035
Li -4.844 -0.563 -0.093
H -0.731 -0.981 1.373
H 0.362 1.022 1.985
H 1.527 -0.222 1.638
H 1.126 1.366 0.432
Sc -2.963 1.787 -2.740
C 2.409 -0.672 -0.849
C 3.720 -0.503 -0.638
O 4.831 -0.331 -0.381
H 1.966 -0.030 -1.615
H 2.047 -1.700 -0.774

=====

17
Properties=species:S:1:pos:R:3 method="wB97M-V/def2-TZVPD" e_tot_ha=-1721.2282 s_squared=8.758 fmax_ev_per_a=4.41 charge=0 e_homo_ev="-6.36 / -6.43" spin_multiplicity=6
H 0.078 3.708 -0.777
O 0.524 -2.147 -0.955
C 0.352 3.169 0.128
C 1.393 -2.895 -1.180
H 0.707 3.738 0.986
H -4.023 0.454 0.078
C -3.005 0.220 0.445
C -2.248 1.547 0.534
O -0.893 1.219 0.874
C 0.222 1.796 0.234
O 2.466 -3.388 -1.224
O 0.969 0.812 -0.167
Mn -0.477 -0.516 -0.251
O -2.347 -0.692 -0.371
H -3.127 -0.176 1.476
H -2.669 2.217 1.297
H -2.245 2.063 -0.438

=====

12
Properties=species:S:1:pos:R:3 method="wB97M-V/def2-TZVPD" e_tot_ha=-248.4707 e_above_lowest_kj_mol=380.66 fmax_ev_per_a=4.03 charge=+1 e_homo_ev="-15.20 / -15.20" spin_multiplicity=1
C 0.476 0.697 -1.904
C 0.315 0.190 -0.620
C -0.763 0.950 0.149
C -0.194 -0.761 1.433
C 0.740 -0.869 0.202
N -1.103 0.356 1.215
H -0.071 1.606 -2.044
H 0.899 -0.011 -2.724
H -1.264 1.857 0.022
H -0.636 -1.758 1.771
H 0.213 -0.572 2.423
H 1.388 -1.685 0.077

=====

12
Properties=species:S:1:pos:R:3 method="wB97M-V/def2-TZVPD" e_tot_ha=-248.2859 e_above_lowest_kj_mol=865.74 fmax_ev_per_a=4.22 charge=+1 e_homo_ev="-14.76 / -14.76" spin_multiplicity=1
C -0.949 0.726 0.788
C -0.771 0.649 -0.760
C -2.019 -0.046 0.226
C -1.042 -0.873 -0.466
C 2.310 -0.010 -0.194
N -0.049 -0.271 0.374
H -0.504 1.303 1.657
H -3.096 0.360 0.029
H -1.048 -1.856 -0.982
H 2.414 -0.817 -0.909
H 2.042 0.938 -0.567
H 2.711 -0.102 0.805

=====

12
Properties=species:S:1:pos:R:3 method="wB97M-V/def2-TZVPD" e_tot_ha=-248.4331 e_above_lowest_kj_mol=479.35 fmax_ev_per_a=5.59 charge=+1 e_homo_ev=-14.96 spin_multiplicity=1 smiles="C=C=[N+]=CC=C"
C -2.154 -0.277 0.099
C -0.990 0.302 -0.191
N -0.361 1.352 -0.009
C 0.959 1.394 -0.019
C 1.565 0.101 0.006
C 0.835 -1.020 0.051
H -3.176 0.129 0.370
H -2.145 -1.370 -0.043
H 1.452 2.417 0.077
H 2.611 0.072 -0.081
H -0.174 -1.262 -0.452
H 1.578 -1.839 0.192

=====

12
Properties=species:S:1:pos:R:3 method="wB97M-V/def2-TZVPD" e_tot_ha=-248.3392 e_above_lowest_kj_mol=725.94 fmax_ev_per_a=4.43 charge=+1 e_homo_ev=-14.30 spin_multiplicity=1
C -1.146 -0.738 1.269
C -1.003 -0.406 -0.084
C 0.338 -0.758 1.307
C 0.290 0.958 -1.050
C -1.146 0.783 -0.676
N 0.530 -0.456 -0.254
H 0.977 -0.001 1.906
H 0.564 -1.820 1.484
H 0.682 0.614 -2.002
H 0.995 1.695 -0.423
H -2.115 1.269 -0.632
H 1.034 -1.139 -0.844

=====

12
Properties=species:S:1:pos:R:3 method="wB97M-V/def2-TZVPD" e_tot_ha=-248.4472 e_above_lowest_kj_mol=442.42 fmax_ev_per_a=5.33 charge=+1 e_homo_ev=-14.36 spin_multiplicity=1 smiles="C=[N+]=CC1C=C1"
C -2.245 -0.551 -0.124
N -1.353 0.320 0.061
C -0.412 1.062 0.190
C 1.037 0.672 -0.025
C 1.923 -0.320 0.677
C 1.260 -0.809 -0.365
H -2.676 -0.757 -1.141
H -2.300 -1.264 0.637
H -0.572 2.083 0.325
H 1.544 1.457 -0.732
H 2.734 -0.299 1.495
H 1.061 -1.594 -0.999

=====

12
Properties=species:S:1:pos:R:3 method="wB97M-V/def2-TZVPD" e_tot_ha=-248.2211 e_above_lowest_kj_mol=1035.93 fmax_ev_per_a=6.19 charge=+1 e_homo_ev="-15.25 / -14.83" spin_multiplicity=1
C -2.902 0.128 -0.883
C -4.039 -0.281 -1.115
C -0.559 -1.152 1.139
C -0.897 -0.177 0.363
C 0.911 0.431 -0.871
N -1.809 0.537 -0.303
H -1.151 -1.555 1.821
H 0.364 -1.665 1.281
H 1.068 -0.514 -1.266
H 1.734 0.543 -0.036
H 0.620 1.355 -1.183
H -1.477 1.502 -0.232

=====

12
Properties=species:S:1:pos:R:3 method="wB97M-V/def2-TZVPD" e_tot_ha=-248.4322 e_above_lowest_kj_mol=481.73 fmax_ev_per_a=4.73 charge=+1 e_homo_ev=-15.27 spin_multiplicity=1 smiles="C1=C[N+]2=CC[C@H]12"
C 1.500 0.710 -0.206
C 1.633 -0.614 -0.098
N 0.245 -0.763 0.306
C -0.912 -1.137 -0.160
C -1.456 0.441 -0.125
C 0.007 0.616 0.420
H 1.947 1.636 -0.421
H 2.325 -1.381 -0.365
H -1.333 -2.040 -0.519
H -1.871 0.928 -0.956
H -2.279 0.462 0.689
H 0.194 1.143 1.438

=====

12
Properties=species:S:1:pos:R:3 method="wB97M-V/def2-TZVPD" e_tot_ha=-248.1530 e_above_lowest_kj_mol=803.97 s_squared=2.057 fmax_ev_per_a=4.99 charge=+1 e_homo_ev="-12.39 / -14.02" spin_multiplicity=3
C -1.954 -0.181 -0.014
C -3.157 0.075 0.372
C -0.635 -0.828 -0.018
C -0.768 0.546 -0.573
C 0.140 0.270 0.569
N 1.523 0.137 0.200
H 0.242 -1.879 -1.268
H -0.791 0.976 -1.455
H -0.192 0.621 1.547
H 1.984 -0.218 1.023
H 2.072 0.987 0.137
H 1.536 -0.506 -0.520

=====

13
Properties=species:S:1:pos:R:3 method="wB97M-V/def2-TZVPD" e_tot_ha=-303.5073 e_above_lowest_kj_mol=338.02 fmax_ev_per_a=1.13 charge=0 e_homo_ev=-9.11 spin_multiplicity=1
C -0.121 0.684 -1.632
C -1.090 0.100 -0.915
C -0.902 -0.791 0.301
N -0.459 0.375 1.016
C 0.802 0.531 1.129
C 1.723 -0.545 1.420
N 2.442 -1.333 1.871
H -0.331 0.895 -2.671
H 0.850 1.033 -1.274
H -2.127 0.334 -1.129
H -0.151 -1.579 0.105
H -1.843 -1.241 0.644
H 1.206 1.539 1.133

=====

13
Properties=species:S:1:pos:R:3 method="wB97M-V/def2-TZVPD" e_tot_ha=-303.4799 e_above_lowest_kj_mol=409.95 fmax_ev_per_a=5.45 charge=0 e_homo_ev=-8.91 spin_multiplicity=1 smiles="C=C1[C@@H](C#N)N1C"
C -0.295 2.047 -0.555
C -0.295 0.829 -0.051
C -0.636 -0.299 0.821
C -2.089 -0.535 0.145
N -3.106 -0.938 -0.208
N 0.395 -0.372 -0.143
C 1.590 -1.151 -0.090
H 0.508 2.369 -1.197
H -1.098 2.732 -0.341
H -0.621 -0.606 1.861
H 2.292 -0.778 -0.833
H 1.309 -2.183 -0.315
H 2.046 -1.115 0.906